DFT (ωB97M-V/def2-TZVPD) results for C31H31CoN11O5S2 as an isolated structure.

Output
gap between HOMO and LUMO (alpha / beta)	7.1 / 7.1	eV
total charge	+1
HOMO level (alpha / beta)	-9.98 / -9.98	eV

CARTESIAN COORDINATES (ANGSTROEM)
H: 2.06313 -1.03611 1.82672
N: 1.01678 0.77371 -1.10159
C: 1.42218 1.45840 0.02968
H: 1.15132 4.59996 -1.65514
H: 5.31989 2.95119 2.00288
N: -2.01585 1.53266 -4.40521
C: 4.55923 3.34991 1.33110
C: 1.72638 -1.28760 2.82597
H: -2.45344 2.34133 -4.81173
C: 2.03815 -2.12875 -1.46157
H: 2.69752 -1.33974 -1.13501
C: -1.22897 0.08278 1.07891
C: -2.15722 2.53188 1.48965
H: 3.67736 -0.45147 6.19823
H: 3.03459 1.93947 1.90693
C: -3.46870 -3.43153 -1.73707
N: -1.51152 0.40193 2.34006
C: -1.66289 0.38197 -5.06870
H: 0.79012 -5.17944 -2.56118
H: 4.07939 4.18370 1.84306
H: -0.94115 -2.66472 4.39992
C: 1.00737 -4.17241 -2.24631
H: 3.44137 -0.45158 3.78828
H: -4.99829 -4.94046 -2.01801
C: 2.03844 -1.24393 5.21752
H: 4.10144 1.36534 0.63770
C: 3.10323 2.76683 -1.38694
C: 0.79525 -1.87018 5.37975
N: 2.79806 -0.91970 6.30394
H: -2.50863 3.53705 1.66151
H: -6.78275 -3.38171 -1.31901
C: 3.56044 2.24618 1.00253
N: 0.75204 -2.00099 -1.55301
H: -0.01253 3.47886 -0.92910
H: -3.93153 -0.22907 -0.66205
N: -1.80409 -1.94817 -1.45312
H: 0.43706 -2.09098 6.37769
O: 0.29982 -3.29946 0.81421
H: -2.10011 2.71638 -0.63385
C: 0.02723 -2.19874 4.28263
O: 0.93553 1.21668 1.11568
Co: -0.47122 -0.55948 -1.12849
C: -1.68218 1.38620 -3.11074
H: 5.05422 3.73245 0.44112
O: 3.88643 3.64855 -1.65104
C: -1.97901 1.61728 2.52977
N: -0.56978 -1.01458 0.70142
N: -2.24997 -4.01774 -2.05581
H: 2.47254 -1.10593 7.23309
H: 3.21324 1.90661 -3.23702
H: 1.25100 3.74497 1.29439
H: -1.81572 0.25294 -6.12467
C: -3.17376 -2.11700 -1.36638
C: 2.48953 -0.95148 3.92125
H: -1.85256 2.13766 -2.35902
N: -1.13938 0.20984 -2.91148
O: 1.57653 0.19393 -3.26035
C: -1.11281 -0.42740 -4.13075
C: 2.46017 2.59179 -0.03772
C: -1.91692 2.07354 0.21914
C: 0.67823 4.30323 -0.71717
C: 0.50075 -1.91770 3.00812
N: -1.50914 0.82357 -0.02419
S: -0.45102 -2.37859 1.62808
H: -0.67426 -1.40105 -4.25348
H: -2.09629 -4.98323 -2.29118
H: 0.09242 5.15015 -0.36112
C: -1.29620 -3.08809 -1.86217
C: -5.75602 -3.04305 -1.34219
C: 0.14739 -3.16471 -1.97149
C: 1.74570 0.88728 -2.27590
H: -2.21180 1.88444 3.55505
S: 2.60068 -3.66161 -1.91993
O: -1.76702 -2.75332 2.05787
C: -4.76892 -3.92219 -1.73493
H: -6.27716 -1.07746 -0.65246
H: 2.46306 4.68567 0.41936
C: -4.17595 -1.23666 -0.96847
C: -5.46589 -1.72132 -0.96328
C: 1.72047 3.89553 0.32134
N: 2.76496 1.82746 -2.33458

Atoms 1-3, force components in eV/Å:
0.0 0.0 0.1
0.3 -0.4 -0.2
0.0 0.1 -0.2

***

DFT (ωB97M-V/def2-TZVPD) results for C3H3Br2NS as an isolated structure.

Output
gap between HOMO and LUMO	8.0	eV
HOMO level	-8.15	eV

CARTESIAN COORDINATES (ANGSTROEM)
Br: -3.16266 1.00004 -0.84898
C: -0.81276 0.07213 0.37308
H: 2.22696 0.19186 0.06435
N: 0.41921 -0.07075 0.86802
S: 1.33599 -1.26086 1.84139
C: -1.30666 0.64565 -0.76933
H: 1.41002 -1.12478 -0.69257
H: -1.46715 -0.19933 1.09035
C: 1.59047 -0.54314 0.26195
Br: -0.23342 1.28917 -2.18826

Atoms 1-3, force components in eV/Å:
0.2 -0.1 -0.2
-0.5 0.8 -2.7
3.4 2.8 -0.1

***

DFT (ωB97M-V/def2-TZVPD) results for a 2-piece molecular cluster, C3H11NO2S overall.

Output
gap between HOMO and LUMO (alpha / beta)	2.7 / 8.7	eV
total charge	-1
HOMO level (alpha / beta)	0.72 / -5.26	eV
spin multiplicity	2

CARTESIAN COORDINATES (ANGSTROEM)
H: -1.98397 0.14890 0.29386
H: 0.70275 -1.63765 3.25181
H: -2.57071 1.94925 -1.07887
H: 2.05968 -2.29408 -1.37711
S: 1.52986 -0.83405 2.46820
N: -1.20365 0.49909 -0.26612
C: 0.20847 -0.91979 1.14379
H: 0.78785 0.90917 0.22744
O: -0.57796 2.29573 -1.58738
H: 2.38530 -1.96552 -2.75748
O: 2.37026 -2.74843 -2.18396
H: -0.14452 1.48711 -1.88863
H: -0.33515 1.10854 1.59387
H: 0.60854 -1.47593 0.28694
H: -1.50975 2.52126 0.22808
C: -1.56190 1.86743 -0.65420
C: -0.08963 0.49999 0.71914
H: -0.67544 -1.41102 1.58062

Atoms 1-3, force components in eV/Å:
-0.1 -0.3 -0.5
0.4 0.3 0.1
0.1 -0.4 0.0

***

DFT (ωB97M-V/def2-TZVPD) results for C44H50BN11OP2PbTe as an isolated structure.

Output
gap between HOMO and LUMO	6.9	eV
HOMO level	-6.59	eV

CARTESIAN COORDINATES (ANGSTROEM)
C: 1.35098 1.49510 -3.93043
C: -4.15867 -2.67238 1.34733
C: 1.14178 -6.33668 1.10823
C: -3.16338 0.49949 0.32206
H: 1.30808 -7.30493 1.56359
H: -4.49777 1.92806 3.10227
H: -1.55444 2.46998 -1.88104
C: 1.91888 -4.12684 0.56112
N: 7.08701 1.69314 -1.38382
C: -4.35309 0.28324 -0.37777
C: 0.69258 -3.82471 -0.02310
N: -0.09986 3.49450 0.44645
H: 4.59465 3.14800 0.32648
H: 1.29619 1.05815 -4.91351
C: 4.63293 4.02458 0.95994
H: -2.82882 1.33306 -5.81015
C: -4.46229 1.46726 2.12193
H: -4.15153 -1.92255 0.57143
N: 5.67863 0.55168 0.00368
C: -1.92148 0.37069 -2.17711
H: 2.73025 -2.34139 -2.32054
N: 4.82512 1.79141 -1.80264
C: -5.57794 0.63772 0.16729
C: 2.22253 -3.31662 -4.16888
H: -2.32518 -4.02916 3.83324
C: -3.23560 1.11955 1.56808
C: -2.57671 1.06427 -4.79207
C: -5.24967 -3.51602 1.49152
H: 3.10213 -5.60168 1.57797
H: 1.32464 5.17879 -2.25371
C: -0.38482 -3.29327 -3.22128
C: 1.24125 2.82952 -3.58027
N: 1.30519 2.94177 -2.24462
P: -1.53525 0.02984 -0.42787
H: 0.01321 1.93657 3.61124
H: -4.32533 -0.16832 -1.36182
H: 0.37231 6.57169 -0.34656
C: 0.51793 1.08319 4.07842
C: 1.20257 -3.85222 -4.94462
C: -0.81905 5.48134 1.20734
C: 4.43376 0.20875 0.29784
H: -1.25905 -4.57122 -0.51565
Pb: 0.87281 1.13479 0.74990
C: -1.61457 -0.02684 4.73637
H: 1.11602 3.70886 -4.19142
H: -0.89938 -4.26614 -5.06257
H: -1.39690 -3.31540 -2.84050
C: -4.28320 -4.63746 3.21445
C: -0.86658 4.09453 1.35676
H: 3.86476 1.63724 -1.51457
H: 1.27699 -1.66906 3.83054
H: 2.48661 5.15576 3.26365
C: 1.47568 0.83732 -2.70621
N: 3.36260 -0.11659 0.60550
H: -2.41640 -1.62327 -2.73025
C: -2.18861 2.04872 -3.88897
H: -6.59360 1.48896 1.85847
H: -6.10471 -3.41021 0.83159
H: -2.13182 3.08440 -4.20302
C: -0.31908 -0.18815 3.92750
H: -1.41591 -0.01126 5.81293
C: 0.62710 -2.74718 -2.43980
N: 3.29158 5.10628 2.66309
C: 3.45815 3.99674 1.90042
H: 2.63052 4.29144 -1.00113
C: -3.08485 -2.82867 2.20455
H: 1.50067 0.97202 3.61094
H: 2.69287 -3.36741 0.59385
H: -1.32698 6.23193 1.78923
H: 0.67062 1.31682 5.13480
C: 0.48620 -1.35864 4.51866
N: 0.45839 4.47230 -0.29898
H: -1.44255 3.50155 2.05299
C: -0.30250 -4.80138 -0.05829
C: -0.10090 -3.84038 -4.46659
H: -6.48763 0.45848 -0.39310
C: -0.08036 -6.04686 0.50997
P: 0.41909 -2.11368 -0.70674
N: -0.63926 -0.31221 2.48658
H: -2.32191 1.28863 2.12113
C: -5.63679 1.22183 1.42662
H: 4.60511 4.91789 0.33616
C: 1.93372 -2.76393 -2.92754
H: -4.35010 -5.43737 3.94378
H: -2.29824 -0.85423 4.52675
N: -5.32583 -4.49300 2.39885
H: 5.56179 4.01999 1.53405
H: 0.95008 -1.06201 5.46166
H: 3.24259 -3.32916 -4.53096
H: -0.14464 -2.22797 4.72720
C: -2.65120 -0.26049 -4.38391
H: -2.97439 -1.02590 -5.07891
C: -3.14725 -3.84221 3.15093
C: 5.82949 1.32311 -1.05271
H: -2.12296 0.90267 4.46680
Te: -1.07981 -2.10308 1.85795
O: 2.70840 3.03885 2.01134
H: 3.85726 5.92412 2.53324
C: -1.86107 1.70282 -2.58823
H: 1.42345 -4.28535 -5.91280
H: 1.58059 -0.22176 -2.50682
H: 7.28212 2.09517 -2.28144
B: 1.50367 4.28011 -1.46290
C: 2.14559 -5.37917 1.12105
H: 7.83185 1.22416 -0.89925
H: -0.86533 -6.79314 0.48954
C: -1.34575 -1.78520 -0.26711
H: 4.98038 2.47588 -2.52130
C: 0.03713 5.66831 0.13753
C: -2.32763 -0.60518 -3.07642
N: 1.47206 1.71497 -1.69490

Atoms 1-3, force components in eV/Å:
-0.1 0.0 0.1
-0.1 0.1 0.0
0.0 0.0 0.0

***

DFT (ωB97M-V/def2-TZVPD) results for C3H2CuO3 as an isolated structure.

Output
gap between HOMO and LUMO (alpha / beta)	6.2 / 6.2	eV
HOMO level (alpha / beta)	-7.77 / -7.85	eV
spin multiplicity	2

CARTESIAN COORDINATES (ANGSTROEM)
O: -1.43018 0.40320 0.04535
Cu: 2.15626 0.22581 0.23618
C: -0.32316 1.08672 0.16506
H: -0.36165 -2.78835 0.14464
C: -1.39586 -0.99279 0.26960
O: -0.08954 2.19210 -0.24017
H: -2.36697 -1.39453 0.54086
C: -0.26180 -1.69331 0.03321
O: 0.85677 -1.18569 -0.37263

Atoms 1-3, force components in eV/Å:
0.0 0.0 0.0
-1.6 -0.7 -0.3
0.8 0.9 -0.2

***

DFT (ωB97M-V/def2-TZVPD) results for CH2N2O3S in the gas phase.

Output
gap between HOMO and LUMO (alpha / beta)	8.6 / 7.7	eV
HOMO level (alpha / beta)	-7.91 / -11.50	eV
spin multiplicity	3

CARTESIAN COORDINATES (ANGSTROEM)
H: -0.44889 -0.12647 0.88640
N: 0.42161 1.53076 0.11354
N: 1.32179 2.21328 0.25308
H: -0.33553 -0.06610 -0.90618
O: 3.75217 -0.65931 1.05756
C: 0.22874 0.07850 0.03312
S: 3.07078 0.07630 0.03420
O: 3.51083 -0.08550 -1.32464
O: 1.36000 -0.61773 0.10106

Atoms 1-3, force components in eV/Å:
0.3 -0.2 -0.3
-3.3 -0.1 -0.4
2.1 1.2 0.3

***

DFT (ωB97M-V/def2-TZVPD) results for an isolated ion of composition CHN2O3P and charge -2.

Output
gap between HOMO and LUMO (alpha / beta)	7.1 / 7.1	eV
total charge	-2
HOMO level (alpha / beta)	0.59 / 0.59	eV

CARTESIAN COORDINATES (ANGSTROEM)
O: -1.80195 -1.38627 -0.64049
H: 0.66285 -0.96037 1.20340
O: -1.70486 0.52438 1.05433
N: 2.80327 1.08630 -0.18959
O: -1.09188 0.95187 -1.40948
N: 1.78309 0.35397 0.04362
P: -1.21547 -0.03450 -0.27672
C: 0.56495 -0.53537 0.21492

Atoms 1-3, force components in eV/Å:
0.2 -0.3 0.1
0.4 -0.3 0.2
0.2 0.0 0.0

***

DFT (ωB97M-V/def2-TZVPD) results for C25H29ClInN2O6 as an isolated structure.

Output
gap between HOMO and LUMO	6.9	eV
total charge	+1
HOMO level	-10.49	eV

CARTESIAN COORDINATES (ANGSTROEM)
H: -3.30728 -2.64229 -0.02129
H: 4.07599 -2.86799 -2.37824
H: 0.10494 2.95787 -1.45672
H: 3.20665 -0.75528 2.61172
H: -3.52218 2.29349 -2.39244
H: 4.01219 1.17719 1.33653
H: 0.14017 2.07261 -2.99929
C: 0.58090 -3.01179 -0.84433
C: 1.84576 2.75474 1.22822
H: -2.22149 -4.24119 0.64763
C: 1.36061 -4.19722 -0.84062
H: 3.27626 -5.00943 -1.40567
H: 0.26848 4.24346 1.38314
H: -0.46518 -0.80390 3.80343
C: 0.02621 -0.51990 2.86348
C: -2.98829 0.53161 -1.28784
H: -5.94431 2.07557 -2.01741
C: -3.52330 -0.62777 -0.63988
H: 1.59051 -1.95106 3.24313
H: -0.84449 -6.24485 0.70984
C: 0.50333 3.24112 1.76228
C: 3.04657 0.72925 1.05856
O: 1.24206 1.21633 -1.47382
C: -4.91766 -0.69951 -0.40590
C: 2.27530 -1.80998 -1.84341
C: 2.65268 -4.12641 -1.40275
H: 1.85196 2.78472 0.13693
In: -0.03704 -0.03642 -0.50399
C: -2.73747 -1.75784 -0.32208
O: -1.73567 0.76422 -1.45883
H: -5.31565 -1.55438 0.11775
H: -2.30514 2.70955 2.27023
O: 1.98398 1.41952 1.66790
H: 0.33430 -2.50159 2.09983
O: 1.72576 -1.31634 1.28398
C: -1.22941 -4.19473 0.22587
C: -5.76230 0.28225 -0.84526
C: 0.81669 -5.37016 -0.28151
C: 0.94697 -1.64982 2.41093
C: -0.75349 -3.02284 -0.33340
H: -2.53209 0.26965 3.00121
C: 2.99026 -0.71719 1.54053
H: -1.00809 2.10222 3.34173
O: -0.49665 2.32254 1.35598
C: 0.72476 2.34596 -2.11907
H: 2.92246 0.75822 -0.02973
N: -1.44943 -1.84314 -0.45763
C: -1.45357 2.01812 2.34062
H: 2.60096 -0.84178 -2.20236
C: -0.44293 -5.35058 0.25757
C: -5.26013 1.35017 -1.60719
N: 1.07904 -1.86125 -1.31735
H: 3.74420 -1.29673 0.99537
H: 0.61221 0.39371 2.99620
O: -0.94365 -0.34695 1.84445
H: -2.60840 0.56696 1.24086
Cl: -7.44981 0.21457 -0.49211
H: 0.54803 3.28052 2.85865
C: -1.96256 0.59042 2.11945
C: 3.09963 -2.94094 -1.92583
H: 1.58997 2.94007 -2.43668
C: -3.91607 1.47053 -1.81421
H: 2.65756 3.38313 1.61863
H: 1.40690 -6.27353 -0.29719

Atoms 1-3, force components in eV/Å:
0.1 0.0 -0.1
0.1 0.1 0.0
-0.1 0.1 -0.1

***

Electronic energy (hartree)
-4357.556691; -5716.968927; -724.258395; -3552.651640; -1981.573954; -772.558167; -715.233961; -2181.113265
Relative energy (zero: lowest compared OMol25 entry of this formula, charge and spin) (kcal/mol)
10.9; 44.0; 16.5; 40.7; 36.8; 1.9; 96.0; 5.9